Here is a gas-phase ion, C5H8BBrF3O3 (charge -1) at a distorted geometry from OMol25. Energies are from the ωB97M-V functional and the def2-TZVPD basis.

The geometry in ORCA input format:
```
! wB97M-V def2-TZVPD RIJCOSX def2/J DEFGRID3
* xyz -1 1
O 1.79 1.75 -0.08
C 1.96 0.42 0.45
C 0.60 -0.39 0.63
B -0.57 0.02 -0.49
O -1.41 -1.20 -0.70
C -2.68 -1.06 -0.04
C -2.85 0.55 -0.24
Br -4.39 1.19 0.84
O -1.54 0.97 0.14
C 3.05 -0.31 -0.43
F 3.53 -1.52 0.14
F 4.19 0.55 -0.50
F 2.65 -0.53 -1.77
H 1.68 2.31 0.72
H 2.41 0.54 1.49
H 0.78 -1.51 0.56
H 0.16 -0.08 1.64
H -0.11 0.54 -1.46
H -2.62 -1.44 1.03
H -3.55 -1.57 -0.58
H -3.10 0.77 -1.33
*
```

## Properties
ΔE to the lowest compared entry with this formula, charge and spin: 29.3 kcal/mol
E: -3319.5937 hartree
LUMO energy: 3.1 eV
molecular weight: 263.83 Da

Atomic partial charges in e from the Mulliken method, atoms 1 to 2: O -0.573; C -0.098


Here is a molecular structure, C5H8BeNaO5 at a distorted geometry from OMol25. Energies are from the ωB97M-V functional and the def2-TZVPD basis.

The geometry in ORCA input format:
```
! wB97M-V def2-TZVPD RIJCOSX def2/J DEFGRID3
* xyz 1 1
C 1.96 0.01 -1.14
O 3.09 -0.45 -1.20
O 1.22 0.51 -2.03
Na 5.05 -1.26 -0.92
O 1.64 0.89 0.11
C 1.40 0.23 1.34
C 0.21 -0.68 1.08
O -0.77 0.15 0.54
C -2.05 -0.37 0.16
C -2.70 0.72 -0.69
O -1.83 1.18 -1.67
Be -0.06 1.14 -0.80
H 1.19 0.95 2.14
H 2.28 -0.40 1.58
H -0.13 -1.21 1.98
H 0.67 -1.31 0.05
H -2.62 -0.62 1.07
H -1.88 -1.28 -0.44
H -3.05 1.52 -0.01
H -3.62 0.27 -1.13
*
```

## Properties
ΔE to the lowest compared entry with this formula, charge and spin: 20.6 kcal/mol
E: -748.3941 hartree
LUMO energy: -4.4 eV
molecular weight: 180.12 Da

Atomic partial charges in e from the Mulliken method, atoms 1 to 2: C 0.742; O -0.616


Here is a molecular structure, C5H8Br2 at a distorted geometry from OMol25. Energies are from the ωB97M-V functional and the def2-TZVPD basis.

The geometry in ORCA input format:
```
! wB97M-V def2-TZVPD RIJCOSX def2/J DEFGRID3
* xyz 0 1
C -0.37 -0.41 -1.33
C -0.39 -0.12 -0.07
C -1.04 0.48 -2.34
C 1.22 -0.58 2.55
C 0.71 -1.38 1.40
Br -0.61 -2.70 1.88
Br 2.10 -2.15 0.31
H 0.14 -1.28 -1.72
H -0.81 0.67 0.51
H -0.30 0.85 -3.04
H -1.52 1.32 -1.86
H -1.79 -0.09 -2.90
H 1.91 0.18 2.20
H 0.39 -0.12 3.08
H 1.75 -1.24 3.25
*
```

## Properties
ΔE to the lowest compared entry with this formula, charge and spin: 57.1 kcal/mol
E: -5343.2327 hartree
LUMO energy: 0.6 eV
molecular weight: 227.93 Da

Atomic partial charges in e from the Mulliken method, atoms 1 to 2: C 0.228; C -0.374


Here is 2 unconnected molecules or ions with the total composition C5H8Br2ClF3N at a distorted geometry from OMol25. Energies are from the ωB97M-V functional and the def2-TZVPD basis.

The geometry in ORCA input format:
```
! wB97M-V def2-TZVPD RIJCOSX def2/J DEFGRID3
* xyz -1 1
F 1.35 -0.19 -0.67
C 0.65 0.79 -1.36
F 1.29 0.94 -2.61
F -0.66 0.37 -1.69
C 0.67 2.22 -0.66
C 0.62 2.18 0.94
N 1.95 2.59 1.52
Cl 1.95 4.33 1.30
H -0.16 2.90 -1.03
H 1.64 2.70 -1.00
H -0.12 2.97 1.29
H 0.34 1.17 1.37
Br -0.87 -1.15 1.71
C -0.49 -2.70 0.59
C -1.71 -3.11 -0.19
Br -2.98 -4.07 0.93
H -0.11 -3.48 1.25
H 0.31 -2.37 -0.08
H -1.43 -3.82 -0.98
H -2.24 -2.28 -0.64
*
```

## Properties
E: -6157.8638 hartree
LUMO energy: 2.4 eV
molecular weight: 334.38 Da

Atomic partial charges in e from the Mulliken method, atoms 1 to 2: F -0.230; C 0.828


Here is a single C5H8Br2O2S molecule from OMol25. Energies are from the ωB97M-V functional and the def2-TZVPD basis.

The geometry in ORCA input format:
```
! wB97M-V def2-TZVPD RIJCOSX def2/J DEFGRID3
* xyz 0 1
C 2.25 0.33 0.11
C 0.87 0.16 -0.48
C 0.19 -1.15 -0.15
C -1.31 -0.96 -0.39
Br -2.29 -2.59 0.11
C -1.75 0.23 0.41
Br -3.32 1.10 -0.25
S -0.30 1.38 0.27
O -0.58 2.43 -0.66
O 0.11 1.73 1.60
H 2.19 0.32 1.20
H 2.67 1.29 -0.19
H 2.91 -0.46 -0.22
H 0.85 0.37 -1.55
H 0.36 -1.39 0.91
H 0.57 -1.97 -0.75
H -1.52 -0.81 -1.45
H -1.89 0.01 1.47
*
```

## Properties
ΔE to the lowest compared entry with this formula, charge and spin: 0.0 kcal/mol
E: -5892.0064 hartree
LUMO energy: 0.5 eV
molecular weight: 291.99 Da

Atomic partial charges in e from the Mulliken method, atoms 1 to 2: C -1.511; C 0.163


Here is a molecular structure, C5H8BrN at a distorted geometry from OMol25. Energies are from the ωB97M-V functional and the def2-TZVPD basis.

The geometry in ORCA input format:
```
! wB97M-V def2-TZVPD RIJCOSX def2/J DEFGRID3
* xyz 0 1
C 0.45 -1.17 1.55
C 0.87 2.39 -0.93
C -0.60 -0.33 1.27
C 0.89 1.31 -0.15
C -1.18 -1.10 -1.04
N -1.27 -0.32 0.11
Br 2.27 0.27 0.36
H 0.72 -1.40 2.58
H 0.78 -1.96 0.82
H 1.77 2.84 -1.21
H -0.13 2.83 -1.02
H -1.03 0.43 2.01
H -1.94 -1.88 -1.14
H -1.34 -0.38 -1.97
H -0.26 -1.51 -1.25
*
```

## Properties
ΔE to the lowest compared entry with this formula, charge and spin: 127.0 kcal/mol
E: -2823.8470 hartree
LUMO energy (alpha / beta): -0.6 / -0.7 eV
molecular weight: 162.03 Da

Atomic partial charges in e from the Mulliken method, atoms 1 to 2: C -0.906; C -0.594